Record 1
{"formula": "C2H3ClF2", "method": "ωB97M-V/def2-TZVPD", "species": ["F", "C", "C", "F", "Cl", "H", "H", "H"], "positions_angstrom": [[-2.0545, -0.7612, 0.1192], [-1.2739, 0.3356, -0.3172], [0.1043, 0.4136, 0.3627], [0.6536, 1.5777, -0.0482], [1.3200, -0.8256, -0.0678], [-1.5094, 1.2991, 0.1612], [-1.2382, 0.4300, -1.3697], [-0.0663, 0.4613, 1.4480]], "mulliken_charge": [-0.26, -0.27, 0.14, -0.22, -0.18, 0.22, 0.32, 0.25], "max_force_ev_per_a": 2.55, "orbital_gap_ha": 0.44915, "relative_energy_ev": 1.051, "smiles": "FC[C@H](F)Cl", "mol_weight_g_mol": 100.50, "homo_ev": -11.255, "lumo_energy_ev": 0.967}


Record 2
{"formula": "C2H3ClF2", "method": "ωB97M-V/def2-TZVPD", "species": ["F", "C", "C", "F", "Cl", "H", "H", "H"], "positions_angstrom": [[-1.5331, -1.1593, -0.7477], [-0.1786, -1.0459, -0.3251], [0.3462, 0.2802, -0.4404], [1.5882, -0.2043, -0.5512], [-0.1280, 1.1165, 1.0249], [0.6844, -1.7094, -0.8535], [-0.2104, -1.5303, 0.8370], [0.1993, 1.1249, -1.1239]], "mulliken_charge": [-0.28, -0.45, 0.30, -0.22, -0.16, 0.25, 0.26, 0.29], "max_force_ev_per_a": 6.90, "orbital_gap_ha": 0.44615, "relative_energy_ev": 2.726, "smiles": "FC[C@H](F)Cl", "mol_weight_g_mol": 100.50, "homo_ev": -11.156, "lumo_energy_ev": 0.984}